Density functional theory data (wB97M-V/def2-TZVPD) for a 5-piece molecular cluster, C27H53F9N2O7 overall.

The geometry in XYZ format:
```
98
Properties=species:S:1:pos:R:3:lowdin_charge:R:1
F 5.71 1.69 0.84 0.16
F 4.76 -0.12 1.65 0.17
F 2.23 2.57 2.90 0.14
F 3.52 3.05 0.73 0.15
F 0.71 0.83 0.25 0.14
F 4.89 1.71 2.88 0.18
F 2.39 0.38 2.67 0.14
F 0.01 0.75 2.30 0.12
F 3.18 1.05 -0.13 0.16
O 2.18 2.54 -3.08 -0.03
O -1.15 -1.50 5.30 -0.05
O -2.02 3.04 2.80 -0.11
O -2.11 2.04 0.19 0.14
O 0.83 -0.39 -4.15 -0.06
O 0.78 -5.28 -3.70 -0.06
O -5.08 -1.62 2.30 -0.06
N -0.50 3.14 -1.04 0.14
N -0.32 2.53 -4.16 0.02
C 1.96 -0.91 -4.86 -0.48
C 2.17 1.54 1.99 -0.29
C 1.49 4.50 -1.78 -0.08
C 1.62 3.82 -3.15 -0.36
C 1.68 -2.34 -5.30 -0.05
C -3.33 1.00 2.91 -0.08
C 3.36 1.73 1.02 -0.33
C -6.97 -2.42 1.02 -0.07
C -0.03 2.88 1.33 -0.15
C -0.65 3.25 2.69 -0.15
C 1.62 -5.28 -1.42 -0.06
C 0.86 3.59 -0.75 -0.30
C -6.02 -1.27 1.29 -0.50
C 1.78 -5.82 -2.84 -0.50
C 3.21 -0.82 -4.00 -0.05
C -5.29 -0.83 0.02 -0.05
C -2.45 1.98 3.65 -0.24
C 0.72 1.51 1.41 -0.34
C 1.75 -7.34 -2.87 -0.06
C -1.06 2.63 0.15 -0.35
C 0.30 3.83 -3.98 -0.22
C 1.21 -2.02 5.51 -0.06
C -0.33 -3.45 4.11 -0.06
C 4.71 1.23 1.63 -0.50
C -0.02 -2.04 4.61 -0.50
C -0.07 5.39 0.72 -0.01
C 0.73 4.06 0.70 -0.22
H 1.51 2.72 -0.73 0.11
H 1.65 -4.19 -1.42 0.07
H -1.32 -2.06 6.06 0.08
H 3.09 -1.43 -3.09 0.08
H -6.00 -0.52 -0.75 0.08
H 2.73 -5.47 -3.25 0.14
H 2.34 4.41 -3.70 0.14
H -3.03 2.42 4.46 0.12
H 1.41 -1.00 5.85 0.08
H 0.51 -3.86 3.55 0.08
H 2.07 -0.27 -5.74 0.14
H -7.72 -2.15 0.28 0.08
H 1.05 -2.64 6.39 0.08
H -0.54 -4.11 4.96 0.08
H 4.08 -1.19 -4.54 0.08
H -4.56 -2.36 1.97 0.09
H -0.55 5.60 -0.23 0.08
H 2.46 4.83 -1.42 0.13
H -1.10 3.81 -1.49 0.14
H 2.09 -2.40 4.98 0.08
H 2.54 -7.76 -2.25 0.08
H -3.73 0.26 3.59 0.07
H 0.62 6.20 0.91 0.09
H 0.15 -1.38 3.75 0.12
H -0.08 -5.57 -3.37 0.09
H -2.72 0.45 2.20 0.06
H 1.87 -7.70 -3.89 0.08
H 3.39 0.21 -3.69 0.07
H -0.84 5.43 1.48 0.08
H -0.81 2.22 -3.34 0.05
H 1.51 -2.98 -4.44 0.06
H -7.48 -2.72 1.94 0.08
H 1.65 4.30 1.22 0.13
H 0.89 5.39 -1.93 0.12
H 1.52 1.93 -2.75 0.07
H 0.53 4.23 -4.96 0.11
H -6.58 -0.42 1.69 0.14
H 0.65 -5.59 -1.01 0.08
H 2.51 -2.75 -5.88 0.08
H 0.79 -7.70 -2.51 0.08
H -0.10 2.74 3.48 0.12
H -4.61 0.00 0.23 0.07
H 0.33 1.83 -4.48 0.04
H -1.21 -3.44 3.47 0.08
H 0.78 -2.38 -5.92 0.08
H -6.42 -3.29 0.66 0.08
H -4.12 1.54 2.40 0.08
H -4.69 -1.66 -0.37 0.08
H -0.47 4.30 2.85 0.12
H 0.70 -0.94 -3.37 0.09
H -0.45 4.49 -3.55 0.10
H -1.62 1.44 4.08 0.10
H 2.40 -5.65 -0.76 0.08
```

As for the maximum force: 1.080 eV Å⁻¹. As for the SMILES: CCOC[C@@]1(C(F)(F)C(F)(F)C(F)(F)C(F)(F)F)C(=O)N[C@@H](C[C@@H](O)CN)[C@H]1C.CC(C)O.CC(C)O.CC(C)O.CC(C)O. As for the spin multiplicity: 1. For the gap between HOMO and LUMO, the calculation gives 9.15 eV. As for the energy: -70628.3472 eV. For the LUMO energy, the calculation gives 0.0124 Eh.



Density functional theory data (wB97M-V/def2-TZVPD) for a 3-piece molecular cluster, C27H54BrN3O12P2S overall.

The geometry in XYZ format:
```
100
Properties=species:S:1:pos:R:3:lowdin_charge:R:1
Br -6.22 2.38 -1.44 0.89
S -4.04 -1.66 -1.06 0.70
P 8.96 2.07 3.02 0.61
P 2.25 -0.54 -0.72 0.62
O -3.80 -1.95 0.33 -0.25
O 8.73 0.45 2.70 -0.20
O -5.30 -2.50 -1.60 -0.15
O -7.30 -4.68 -0.81 -0.13
O 1.92 -2.15 -0.80 -0.22
O 8.75 3.54 3.25 -0.22
O 9.91 2.16 1.68 -0.23
O -2.90 -2.13 -1.80 -0.27
O 10.11 1.72 4.13 -0.21
O 0.87 -0.01 -0.99 -0.23
O 3.72 -0.91 -0.02 -0.21
O 2.97 -0.35 -2.18 -0.21
N -11.16 1.21 -1.78 -0.02
N -3.24 0.76 -0.43 0.09
N -1.90 -0.31 -3.92 0.11
C -6.58 -1.92 -1.26 -0.27
C -5.46 1.89 1.33 -0.20
C -3.89 0.53 -2.79 -0.14
C -5.85 0.57 0.72 -0.19
C 7.94 0.35 0.36 -0.07
C 7.64 0.08 1.83 -0.27
C -6.99 -2.36 0.19 -0.07
C 9.01 0.37 5.83 -0.09
C -5.69 0.53 -0.86 -0.59
C 9.87 3.31 0.83 -0.31
C -2.35 0.53 -3.11 -0.23
C 9.75 1.66 5.51 -0.29
C 0.60 -2.63 -0.55 -0.29
C -8.23 0.00 -1.33 -0.19
C 10.99 4.28 1.17 -0.07
C -9.85 1.73 -2.23 -0.30
C -7.86 -3.70 0.03 -0.27
C 3.18 -2.37 1.90 -0.07
C 3.33 0.95 -2.61 -0.29
C 4.59 1.44 -1.91 -0.09
C -4.24 0.16 -1.31 -0.50
C -0.15 -2.85 -1.84 -0.08
C -6.73 -0.40 -1.55 -0.28
C 3.77 -1.05 1.42 -0.27
C -8.91 0.56 -2.64 -0.19
C -7.20 -4.96 0.71 0.02
C -5.00 2.94 1.68 0.08
H -7.31 -2.42 -1.92 0.16
H -6.11 -5.02 0.75 0.11
H 4.82 -1.01 1.70 0.10
H 0.28 -3.70 -2.40 0.08
H -8.82 -0.90 -1.06 0.11
H -8.97 -3.61 0.10 0.14
H -6.14 -2.65 0.81 0.11
H -3.04 1.71 -0.74 0.10
H 5.39 0.71 -1.98 0.07
H -4.25 1.52 -3.11 0.08
H -11.74 2.03 -1.57 0.06
H 3.26 -0.21 1.89 0.12
H -5.32 -0.26 1.21 0.11
H 4.93 2.38 -2.34 0.08
H -11.09 0.73 -0.89 0.06
H 10.68 1.70 6.08 0.12
H -9.42 2.36 -1.43 0.09
H 11.03 4.50 2.23 0.07
H 7.23 -0.18 -0.28 0.07
H -1.20 -3.07 -1.64 0.04
H -2.40 0.20 -0.39 0.09
H 8.87 0.27 6.91 0.08
H -7.67 -1.65 0.68 0.11
H 7.48 -0.99 1.97 0.12
H -0.10 -1.99 -2.50 0.06
H 8.03 0.35 5.35 0.06
H -1.68 1.28 -2.66 0.11
H -8.36 0.75 -0.53 0.09
H 6.73 0.60 2.14 0.11
H 3.52 0.89 -3.68 0.12
H -2.65 -0.92 -4.27 0.05
H 2.50 1.65 -2.46 0.11
H -4.51 3.81 2.06 0.04
H -8.16 0.88 -3.39 0.09
H 2.09 -2.35 1.86 0.07
H -7.84 -5.85 0.60 0.10
H 10.86 5.22 0.62 0.08
H -6.57 -0.27 -2.64 0.13
H 0.69 -3.59 -0.02 0.11
H -9.55 -0.23 -3.06 0.11
H 8.89 3.80 0.88 0.10
H 0.06 -1.96 0.12 0.10
H 4.40 1.61 -0.84 0.07
H 9.57 -0.50 5.47 0.08
H 9.16 2.53 5.78 0.11
H 11.95 3.85 0.90 0.08
H 7.86 1.41 0.13 0.07
H 3.52 -3.20 1.28 0.09
H -10.02 2.36 -3.12 0.11
H -4.41 -0.20 -3.44 0.12
H 8.95 0.03 0.11 0.09
H -6.92 0.44 0.95 0.10
H 3.47 -2.56 2.94 0.08
H 9.99 2.96 -0.20 0.11
```

As for the maximum force: 8.234 eV Å⁻¹. As for the SMILES: [H]/N=C\C[C@@]1(N)[C@](Br)(CC#C)[C@H](CCCN)[C@H](C[C@@H]2CO2)OS1(=O)=O.CCOP(=O)(OCC)OCC.CCOP(=O)(OCC)OCC. As for the spin multiplicity: 1. For the gap between HOMO and LUMO, the calculation gives 9.04 eV. As for the energy: -157364.6815 eV. For the LUMO energy, the calculation gives -0.0208 Eh.



Density functional theory data (wB97M-V/def2-TZVPD) for a 7-piece molecular cluster, C27H54O13 overall.

The geometry in XYZ format:
```
94
Properties=species:S:1:pos:R:3:lowdin_charge:R:1
O -33.89 -40.85 -24.93 0.05
O -30.55 -43.28 -18.67 -0.08
O -31.21 -50.38 -24.57 0.07
O -30.82 -49.13 -19.06 -0.01
O -30.22 -49.82 -26.66 -0.05
O -32.09 -47.00 -22.93 0.01
O -36.41 -45.89 -25.08 0.03
O -33.52 -42.67 -23.59 0.01
O -28.63 -41.58 -22.08 -0.01
O -31.36 -43.94 -16.41 0.11
O -33.81 -48.19 -22.24 0.13
O -38.55 -45.74 -24.95 0.06
O -32.55 -50.69 -18.85 0.08
C -37.49 -47.63 -23.99 0.05
C -31.10 -49.90 -28.86 -0.07
C -31.76 -46.64 -21.63 -0.25
C -34.97 -44.29 -22.71 -0.03
C -31.64 -41.53 -24.43 0.04
C -27.68 -42.41 -21.86 -0.42
C -27.70 -43.68 -20.98 -0.03
C -30.37 -46.05 -21.58 -0.04
C -29.01 -44.03 -16.75 0.02
C -30.34 -49.87 -25.28 -0.47
C -31.63 -50.27 -21.04 0.01
C -34.79 -43.00 -23.51 -0.30
C -29.05 -49.50 -24.53 0.02
C -40.04 -44.26 -25.98 -0.12
C -38.65 -44.53 -25.71 -0.23
C -33.22 -47.68 -23.11 -0.58
C -37.52 -46.34 -24.74 -0.61
C -31.75 -43.05 -19.13 -0.34
C -30.24 -47.35 -17.48 -0.01
C -31.53 -42.40 -20.54 -0.03
C -26.30 -42.06 -22.55 -0.03
C -31.49 -50.15 -27.37 -0.17
C -31.76 -50.05 -19.56 -0.47
C -33.11 -41.61 -24.28 -0.45
C -30.98 -48.74 -17.71 -0.19
C -33.57 -47.95 -24.55 0.06
C -30.44 -43.75 -17.18 -0.33
H -33.66 -47.11 -24.89 -0.03
H -28.53 -43.09 -16.83 0.08
H -29.12 -44.57 -15.86 0.08
H -29.23 -47.33 -17.71 0.06
H -30.63 -46.69 -18.05 -0.01
H -28.10 -49.35 -25.06 0.09
H -27.84 -44.51 -21.80 0.13
H -38.02 -44.46 -26.72 0.17
H -28.60 -44.64 -17.57 0.09
H -32.40 -43.92 -18.93 0.13
H -32.38 -45.86 -21.37 0.08
H -30.86 -50.91 -21.12 0.03
H -31.93 -49.98 -29.58 0.08
H -30.33 -50.45 -29.28 0.05
H -38.29 -43.59 -24.93 0.19
H -31.46 -41.02 -25.39 0.12
H -30.16 -45.78 -20.60 0.05
H -32.77 -50.77 -21.45 0.19
H -25.88 -41.29 -21.91 0.07
H -34.55 -45.09 -23.20 0.03
H -34.41 -44.06 -21.83 0.06
H -36.56 -47.99 -23.61 0.06
H -26.50 -41.73 -23.59 0.08
H -32.20 -42.27 -18.69 0.07
H -31.08 -40.98 -23.64 0.11
H -40.53 -43.69 -25.23 0.08
H -30.76 -42.96 -21.04 0.03
H -32.53 -48.36 -25.05 0.13
H -31.74 -51.27 -27.13 0.15
H -37.61 -48.53 -24.73 0.14
H -35.95 -44.44 -22.23 0.09
H -31.42 -49.31 -21.73 0.10
H -25.77 -43.14 -22.39 0.11
H -32.22 -42.28 -21.30 0.01
H -31.26 -42.38 -24.35 -0.01
H -28.64 -43.59 -20.46 0.03
H -32.25 -49.41 -26.90 0.13
H -40.35 -45.20 -26.58 0.14
H -28.76 -50.06 -23.69 0.07
H -35.34 -42.13 -23.14 0.13
H -35.39 -43.28 -24.44 0.14
H -30.30 -45.31 -22.23 0.02
H -31.79 -48.75 -17.05 0.12
H -29.68 -46.88 -21.80 0.10
H -26.88 -43.59 -20.28 0.08
H -29.31 -48.65 -24.00 0.04
H -40.36 -43.53 -26.60 0.04
H -30.45 -49.25 -17.09 0.06
H -32.04 -47.40 -20.70 0.18
H -34.43 -48.57 -24.70 0.09
H -30.87 -48.87 -28.97 0.06
H -38.22 -47.54 -23.33 0.03
H -30.36 -47.19 -16.47 0.07
H -31.11 -41.22 -20.45 0.16
```

As for the maximum force: 10.050 eV Å⁻¹. As for the SMILES: CCOC(C)=O.CCOC(C)=O.CCOC(C)=O.CCOC(C)=O.CCOC(C)=O.CCOC(C)=O.CC(C)=O. As for the spin multiplicity: 1. For the gap between HOMO and LUMO, the calculation gives 10.08 eV. As for the energy: -55480.2908 eV. For the LUMO energy, the calculation gives 0.0163 Eh. As for the relative energy (zero: lowest compared OMol25 entry of this formula, charge and spin): 1278.4 kJ/mol.